# C71H124ClNO25S7

A cluster of 16 separate species, C71H124ClNO25S7 in total at a distorted geometry (the ωB97M-V functional and the def2-TZVPD basis, OMol25).

```
! RIJCOSX wB97M-V def2-TZVPD def2/J DEFGRID3
* xyz 0 1
C 2.3340 -16.8828 3.5264
C 2.5718 -18.3653 3.7590
C 3.2167 -19.0303 2.5680
N 3.5923 -20.4884 2.8362
C 2.3635 -21.2672 3.2853
C 4.6990 -20.5951 3.9051
C 5.9415 -21.1758 3.2843
C 5.7325 -21.0018 1.7742
C 4.2227 -21.0717 1.5153
H 2.0697 -16.6912 2.4865
H 3.2917 -16.4026 3.7270
H 1.5081 -16.4946 4.1224
H 1.5656 -18.7809 3.8151
H 3.1114 -18.5459 4.6886
H 4.1842 -18.5510 2.4184
H 2.5901 -19.0913 1.6782
H 2.6996 -22.3035 3.3195
H 1.5872 -21.1373 2.5313
H 1.9633 -20.9129 4.2353
H 4.3065 -21.2436 4.6884
H 4.8467 -19.5588 4.2090
H 6.1517 -22.1893 3.6260
H 6.8546 -20.7277 3.6762
H 6.2291 -21.7073 1.1080
H 6.1675 -20.0436 1.4902
H 3.9260 -22.1021 1.3194
H 3.9437 -20.4577 0.6590
Cl 9.5517 -16.2799 1.8162
O 10.0567 -14.9496 1.8431
O 8.8067 -16.4544 0.5861
O 10.6059 -17.2473 1.7222
O 8.7191 -16.5085 2.9778
O 4.7691 -8.4086 3.0400
S 4.9138 -9.7694 2.5731
O 3.8343 -10.7089 2.6503
O 5.4878 -9.6444 0.9816
C 5.8135 -10.8301 0.2466
C 7.1108 -10.5533 -0.4944
C 6.4428 -10.4143 3.4180
H 4.9674 -10.9861 -0.4227
H 5.8612 -11.6568 0.9554
H 7.4715 -11.3690 -1.1209
H 7.8562 -10.4612 0.2956
H 6.9741 -9.6469 -1.0843
H 6.2896 -11.4856 3.5483
H 6.4117 -9.9355 4.3967
H 7.2412 -10.2340 2.6983
O -0.0427 -17.6030 9.1757
S -0.5811 -16.8594 10.3272
O -0.1483 -17.1142 11.7099
O -0.1779 -15.2339 10.0214
C -0.0414 -14.3723 11.1404
C -0.1317 -12.9186 10.6805
C -2.3912 -16.7152 10.2582
H 0.9197 -14.6317 11.5844
H -0.8072 -14.5322 11.8993
H 0.1036 -12.1727 11.4397
H -1.1140 -12.7501 10.2392
H 0.6550 -12.7268 9.9509
H -2.8452 -16.1867 11.0965
H -2.6800 -17.7649 10.3116
H -2.5601 -16.2022 9.3115
O 13.1317 -25.2211 3.7755
S 13.1367 -25.2190 5.2380
O 11.9582 -24.7257 5.9840
O 13.7476 -26.6962 5.7580
C 13.9807 -27.0174 7.1130
C 13.3378 -28.3837 7.3021
C 14.5579 -24.1163 5.6929
H 13.5772 -26.3282 7.8549
H 15.0540 -27.0600 7.2984
H 12.2691 -28.3243 7.0961
H 13.4161 -28.6524 8.3556
H 13.8511 -29.1340 6.7008
H 15.4449 -24.3612 5.1087
H 14.7205 -24.1409 6.7704
H 14.2442 -23.0808 5.5607
O 9.4826 -12.3316 10.3131
S 9.5475 -13.5410 11.1280
O 9.4572 -13.3770 12.5658
O 8.2697 -14.5445 10.6933
C 6.9843 -13.9897 10.5858
C 6.6826 -14.0205 9.0560
C 10.9400 -14.5765 10.6039
H 7.0956 -12.9757 10.9699
H 6.2833 -14.5363 11.2166
H 6.7256 -15.0330 8.6545
H 7.4115 -13.3763 8.5642
H 5.6976 -13.5780 8.9081
H 10.8663 -15.5043 11.1712
H 11.8198 -13.9678 10.8122
H 10.8906 -14.7286 9.5257
O 0.7495 -28.1436 -0.8654
S 1.0955 -27.4756 0.4294
O 2.4542 -26.9487 0.6938
O 0.0442 -26.2772 0.6427
C -1.3302 -26.5156 0.2196
C -1.8605 -25.1321 -0.2623
C 0.6172 -28.5338 1.8667
H -1.9604 -26.9045 1.0194
H -1.4701 -27.2827 -0.5420
H -1.2912 -24.7458 -1.1078
H -1.8119 -24.4588 0.5935
H -2.9040 -25.2414 -0.5575
H 1.1733 -29.4706 1.9033
H -0.4579 -28.7037 1.8081
H 0.7969 -27.9812 2.7888
O 9.3079 -21.4233 10.5798
S 8.2777 -20.5559 9.9637
O 7.0405 -21.0993 9.3612
O 7.8281 -19.4802 11.1389
C 6.4908 -19.4716 11.5898
C 6.2320 -20.7519 12.4288
C 9.0482 -19.3070 8.6970
H 5.7954 -19.3672 10.7570
H 6.3245 -18.6595 12.2976
H 6.7990 -20.7942 13.3587
H 6.3610 -21.6537 11.8303
H 5.1953 -20.7281 12.7648
H 9.3067 -19.7723 7.7458
H 9.9836 -18.9985 9.1638
H 8.3336 -18.5031 8.5203
O 15.0113 -17.1970 -3.8474
S 13.6486 -17.7052 -3.9352
O 13.1758 -18.2113 -5.2448
O 13.5261 -18.9860 -2.8928
C 12.3197 -19.7302 -2.8981
C 12.6771 -21.1167 -2.2196
C 12.4869 -16.5736 -3.1453
H 11.9568 -19.8398 -3.9200
H 11.5739 -19.2990 -2.2302
H 13.2911 -21.7296 -2.8795
H 11.7639 -21.5979 -1.8697
H 13.1035 -20.9636 -1.2282
H 11.4435 -16.8884 -3.1607
H 12.5998 -15.5129 -3.3693
H 12.6823 -16.6510 -2.0757
C 5.9118 -26.1452 -4.2562
C 6.9264 -27.0099 -4.5900
C 8.2388 -26.5115 -4.8962
C 8.4452 -25.1435 -4.9630
C 7.4044 -24.3037 -4.5011
C 6.1535 -24.8058 -4.1677
H 4.8931 -26.4443 -4.0579
H 6.6698 -28.0580 -4.5446
H 9.1025 -27.1448 -5.0352
H 9.3842 -24.6598 -5.1882
H 7.5846 -23.2401 -4.4491
H 5.3854 -24.1378 -3.8067
C -3.2492 -18.5050 -4.0036
C -2.9019 -18.0398 -5.2413
C -1.6706 -18.3812 -5.7894
C -0.7215 -18.9755 -4.9557
C -0.9762 -19.2789 -3.6479
C -2.2636 -19.0413 -3.1852
H -4.2142 -18.3774 -3.5357
H -3.6016 -17.4723 -5.8369
H -1.5388 -18.2797 -6.8565
H 0.2209 -19.3159 -5.3586
H -0.2996 -19.7930 -2.9814
H -2.5846 -19.2704 -2.1798
C -5.3346 -17.8408 1.8795
C -4.5998 -17.1727 2.8324
C -3.9445 -17.9213 3.7856
C -3.9920 -19.3155 3.7449
C -4.7473 -19.9356 2.7663
C -5.4236 -19.1959 1.7896
H -5.9053 -17.3045 1.1357
H -4.5498 -16.0962 2.9032
H -3.4015 -17.3504 4.5242
H -3.5669 -19.8874 4.5564
H -4.9602 -20.9941 2.7895
H -6.0823 -19.7045 1.1014
C 2.9891 -14.5299 -3.5400
C 1.8568 -13.8102 -3.9541
C 1.9531 -12.7867 -4.9867
C 3.1926 -12.5984 -5.5513
C 4.2750 -13.3780 -5.2141
C 4.1600 -14.3235 -4.1624
H 2.9029 -15.3087 -2.7967
H 0.9302 -14.0070 -3.4355
H 1.0952 -12.2399 -5.3493
H 3.2964 -11.8352 -6.3083
H 5.2403 -13.2353 -5.6771
H 4.9350 -14.9785 -3.7928
C 5.8002 -29.4729 6.3887
C 6.1939 -30.1731 7.5260
C 6.8150 -29.4560 8.5048
C 7.2095 -28.1300 8.3235
C 6.7160 -27.4362 7.2117
C 5.9660 -28.0989 6.2771
H 5.2299 -30.0104 5.6456
H 5.9097 -31.2150 7.5351
H 7.1497 -29.9643 9.3970
H 7.6850 -27.5674 9.1133
H 6.9664 -26.4036 7.0180
H 5.5180 -27.4846 5.5101
C -0.5894 -27.0443 7.4330
C 0.4467 -27.4680 8.2612
C 1.3257 -26.5289 8.8392
C 1.1003 -25.1472 8.6664
C 0.0904 -24.7570 7.8493
C -0.7393 -25.6719 7.2887
H -1.1907 -27.7774 6.9158
H 0.6834 -28.5048 8.4490
H 2.1874 -26.8897 9.3811
H 1.6899 -24.4481 9.2410
H -0.1381 -23.7046 7.7681
H -1.6797 -25.3630 6.8569
C -4.1417 -10.2333 4.1975
C -2.8433 -9.9241 3.4300
C -2.5675 -10.7734 2.1468
C -3.6860 -10.8328 1.0677
C -3.4630 -11.7869 -0.0472
C -4.7392 -11.8434 -0.9076
H -4.0937 -9.8831 5.2286
H -4.2994 -11.3061 4.3087
H -5.0239 -9.7312 3.8004
H -2.9475 -8.8606 3.2152
H -2.0524 -9.9614 4.1791
H -2.3880 -11.7964 2.4776
H -1.6496 -10.5407 1.6071
H -4.6496 -10.9918 1.5516
H -3.7191 -9.8777 0.5436
H -2.6257 -11.3990 -0.6273
H -3.2865 -12.7853 0.3530
H -4.7335 -12.6029 -1.6894
H -5.6320 -11.8831 -0.2836
H -4.8496 -10.8939 -1.4314
*
```

Results
- Kohn-Sham gap: 6.9 eV
- LUMO: -0.036 hartree

These are the Mulliken partial charges, in e, on atoms 1 to 5:
1 C -1.48
2 C -0.24
3 C -0.91
4 N 0.43
5 C -1.32